This record from OMol25 describes a 7-piece molecular cluster, C39H60BrN7O13 overall. The level of theory is ωB97M-V with the def2-TZVPD basis set.

```
120
Properties=species:S:1:pos:R:3:mulliken_charge:R:1
C 2.845 3.367 3.469 -0.5969
C 2.654 2.346 4.640 0.7082
O 2.229 2.722 5.702 -0.5618
O 2.909 0.957 4.528 -0.2902
C 2.025 0.409 3.539 -0.9356
C 2.714 -0.507 2.472 0.8819
C 4.038 -0.311 1.858 -0.4777
Br 5.165 1.195 2.320 -0.1808
C 4.552 -1.254 0.851 0.2868
C 3.778 -2.419 0.378 0.3591
C 4.289 -3.401 -0.717 -0.5573
C 5.199 -2.586 -1.734 -0.1535
C 6.727 -2.668 -1.300 -0.6258
O 5.022 -3.060 -3.096 -0.5685
C 2.469 -2.587 0.972 -0.5306
C 1.960 -1.655 2.004 0.2230
C 0.540 -2.171 2.367 0.1275
O -0.101 -2.015 3.364 -0.5682
N 0.183 -2.864 1.157 0.4536
O -1.026 -3.512 1.120 -0.2620
C -2.106 -2.609 1.086 0.2145
O -3.054 -2.873 1.764 -0.4662
C -2.162 -1.324 0.232 0.5162
C -3.354 -1.150 -0.622 -0.5848
C -3.532 0.040 -1.433 -0.5545
C -2.516 1.100 -1.429 -0.4652
C -1.321 0.961 -0.602 -0.6004
C -1.177 -0.258 0.210 0.4032
C 1.343 -3.630 0.732 -0.0756
O 1.355 -4.738 0.298 -0.5473
H 1.879 3.970 3.429 0.1591
H 2.856 2.783 2.505 0.2343
H 3.740 4.020 3.572 0.2522
H 1.301 -0.255 4.093 0.3408
H 1.397 1.164 3.000 0.3636
H 5.569 -1.036 0.462 0.2529
H 3.381 -3.717 -1.304 0.3754
H 4.815 -4.303 -0.322 0.3425
H 4.904 -1.497 -1.757 0.5606
H 7.120 -1.736 -0.826 0.1261
H 6.821 -3.519 -0.585 -0.0699
H 7.348 -2.875 -2.215 0.3796
H 5.115 -2.252 -3.631 0.3865
H -4.166 -1.918 -0.644 0.5436
H -4.437 0.174 -2.074 0.3768
H -2.647 2.022 -2.042 0.3456
H -0.535 1.755 -0.554 0.3898
H -0.266 -0.315 0.843 -0.0109
C -4.377 -4.854 -4.307 -0.9557
N -5.321 -4.047 -3.559 0.1179
C -6.648 -4.575 -3.295 -0.9062
C -5.005 -2.817 -3.098 0.0769
O -5.751 -2.089 -2.464 -0.5179
H -4.793 -5.070 -5.294 0.3501
H -4.204 -5.791 -3.773 0.3585
H -3.429 -4.331 -4.427 0.3004
H -7.395 -3.907 -3.728 0.2515
H -6.808 -4.624 -2.217 0.2883
H -6.752 -5.570 -3.726 0.3872
H -3.978 -2.510 -3.351 0.3229
C -0.925 6.811 5.932 -0.8963
N -0.075 6.898 4.761 0.0996
C -0.126 8.095 3.941 -0.9439
C 0.764 5.900 4.408 0.3902
O 1.503 5.914 3.437 -0.6543
H -1.970 6.894 5.625 0.3352
H -0.681 7.628 6.615 0.3267
H -0.780 5.861 6.447 0.3160
H -0.417 7.823 2.925 0.2933
H 0.865 8.553 3.909 0.2925
H -0.844 8.805 4.350 0.3816
H 0.727 5.038 5.095 0.0768
C -8.324 -0.411 -2.844 -1.0736
N -9.741 -0.120 -2.703 0.1770
C -10.203 0.560 -1.507 -0.9567
C -10.643 -0.461 -3.650 0.1246
O -11.841 -0.243 -3.590 -0.6009
H -8.007 -1.048 -2.017 0.5004
H -7.764 0.526 -2.818 0.3397
H -8.122 -0.921 -3.784 0.2058
H -10.932 -0.069 -0.993 0.3531
H -10.690 1.497 -1.789 0.2858
H -9.366 0.769 -0.843 0.3528
H -10.189 -0.972 -4.515 0.3254
C 8.234 -5.593 3.541 -0.9366
N 8.607 -5.118 2.224 0.1133
C 9.170 -6.057 1.270 -0.9469
C 8.449 -3.825 1.853 0.2162
O 8.743 -3.368 0.765 -0.6335
H 9.115 -6.003 4.039 0.3451
H 7.478 -6.375 3.440 0.3437
H 7.828 -4.782 4.146 0.2919
H 10.165 -5.719 0.976 0.3005
H 8.537 -6.089 0.380 0.2757
H 9.235 -7.051 1.709 0.3842
H 8.015 -3.196 2.649 0.2680
C -11.549 3.378 -5.154 -0.8831
N -10.108 3.513 -5.253 0.0824
C -9.550 4.420 -6.239 -0.9611
C -9.266 2.817 -4.455 0.5275
O -8.050 2.883 -4.487 -0.6549
H -11.944 3.029 -6.110 0.3238
H -11.984 4.352 -4.915 0.3436
H -11.819 2.665 -4.375 0.2977
H -8.906 3.861 -6.921 0.2972
H -8.947 5.176 -5.732 0.2914
H -10.347 4.905 -6.802 0.3808
H -9.790 2.160 -3.744 -0.1043
C 9.968 2.500 2.832 -0.9444
N 9.495 2.294 1.478 0.1100
C 9.959 3.180 0.427 -0.9578
C 8.632 1.299 1.161 0.2182
O 8.199 1.074 0.047 -0.6524
H 9.682 3.501 3.164 0.3420
H 11.057 2.410 2.851 0.3453
H 9.538 1.764 3.510 0.3077
H 9.101 3.679 -0.029 0.2922
H 10.468 2.594 -0.341 0.2970
H 10.643 3.925 0.832 0.3780
H 8.343 0.684 2.029 0.2571
```

Summary:
E	-148502.4475	eV
2S+1	1
strongest force on any atom	2.73	eV/A
E_LUMO	-0.57	eV
orbital gap	8.48	eV
SMILES	CC(=O)OCc1c(Br)cc(C[C@@H](C)O)c2c1C(=O)N(OC(=O)c1ccccc1)C2=O.CN(C)C=O.CN(C)C=O.CN(C)C=O.CN(C)C=O.CN(C)C=O.CN(C)C=O
HOMO level	-9.0	eV

This record from OMol25 describes C51H77CsN4O2S as an isolated structure. The level of theory is ωB97M-V with the def2-TZVPD basis set.

```
136
Properties=species:S:1:pos:R:3:mulliken_charge:R:1
Cs 0.410 -2.489 1.789 0.7666
C 3.402 0.582 -2.311 -1.1276
N 2.441 -0.203 -1.574 0.2353
C 2.544 -1.609 -1.929 -0.9438
C 1.074 0.283 -1.759 0.1032
C 0.206 -0.054 -0.557 2.7782
N -1.205 0.250 -0.809 0.7254
C -1.734 1.214 0.159 -1.5114
C -0.914 2.484 0.131 0.5833
C -1.038 3.308 -0.974 -0.7601
C -0.240 4.429 -1.169 -0.8230
C 0.716 4.691 -0.192 -0.0497
C 0.887 3.902 0.943 -0.7394
C 0.044 2.767 1.136 0.7055
O 0.155 1.993 2.180 -1.2245
C 1.982 4.221 1.968 2.7595
C 2.790 5.466 1.590 -2.5908
C 1.361 4.482 3.347 -1.4866
C 2.966 3.048 2.057 -1.6072
C -0.410 5.277 -2.430 2.4511
C -1.847 5.812 -2.512 -1.8058
C -0.127 4.415 -3.669 -1.7060
C 0.541 6.474 -2.459 -2.2896
C -2.045 -0.944 -0.907 -1.4037
C -1.586 -1.893 -1.991 -0.0420
C -1.878 -1.581 -3.302 -0.3582
C -1.466 -2.379 -4.369 -0.2052
C -0.757 -3.526 -4.037 -0.0530
C -0.427 -3.898 -2.734 -0.0125
C -0.822 -3.057 -1.649 0.2881
O -0.503 -3.269 -0.417 -1.1734
C 0.351 -5.218 -2.568 2.3724
C 0.785 -5.555 -1.137 -2.2785
C -0.531 -6.380 -3.056 -1.8863
C 1.634 -5.181 -3.416 -1.6649
C -1.777 -1.961 -5.805 2.4027
C -1.244 -2.963 -6.831 -2.2207
C -3.295 -1.845 -6.001 -1.8040
C -1.132 -0.598 -6.095 -1.6686
H 4.413 0.224 -2.102 0.3386
H 3.338 1.626 -2.005 0.2961
H 3.245 0.533 -3.406 0.3694
H 2.372 -1.774 -3.009 0.2839
H 1.796 -2.200 -1.397 -0.0075
H 3.535 -1.989 -1.671 0.4930
H 0.624 -0.136 -2.673 -0.2408
H 1.087 1.371 -1.869 0.2232
H 0.572 0.508 0.310 -0.6796
H 0.311 -1.106 -0.295 -2.2424
H -1.771 0.791 1.174 0.2880
H -2.762 1.445 -0.140 0.8014
H -1.773 3.024 -1.724 0.4054
H 1.362 5.549 -0.316 0.6349
H 2.162 6.361 1.548 0.4186
H 3.288 5.350 0.625 0.4069
H 3.562 5.633 2.346 0.4776
H 0.656 5.316 3.289 0.2815
H 2.143 4.744 4.069 0.5261
H 0.833 3.600 3.702 0.1720
H 3.466 2.901 1.096 0.2973
H 2.443 2.130 2.317 0.1883
H 3.730 3.249 2.816 0.4054
H -2.570 4.996 -2.536 0.3139
H -1.985 6.416 -3.416 0.4726
H -2.075 6.431 -1.641 0.3749
H -0.790 3.550 -3.707 0.3220
H 0.899 4.042 -3.646 0.2917
H -0.267 4.996 -4.587 0.4854
H 0.375 7.137 -1.606 0.3938
H 0.379 7.050 -3.374 0.4552
H 1.585 6.154 -2.443 0.3643
H -3.058 -0.601 -1.143 0.7263
H -2.112 -1.487 0.052 0.0402
H -2.430 -0.662 -3.486 0.3920
H -0.435 -4.181 -4.838 0.3284
H -0.063 -5.632 -0.461 0.4193
H 1.457 -4.800 -0.730 0.3576
H 1.317 -6.514 -1.156 0.4680
H -1.440 -6.439 -2.454 0.4077
H 0.004 -7.331 -2.968 0.4585
H -0.828 -6.249 -4.099 0.2969
H 2.277 -4.360 -3.090 0.2001
H 1.428 -5.042 -4.478 0.3235
H 2.189 -6.117 -3.300 0.4832
H -1.693 -3.950 -6.696 0.3882
H -0.160 -3.069 -6.756 0.3844
H -1.481 -2.618 -7.841 0.4496
H -3.779 -2.805 -5.810 0.3784
H -3.532 -1.532 -7.023 0.4603
H -3.724 -1.114 -5.314 0.3079
H -0.047 -0.661 -5.985 0.3217
H -1.488 0.162 -5.398 0.3091
H -1.361 -0.265 -7.113 0.4697
C 2.682 -3.052 3.918 0.3942
C 1.789 -2.440 4.821 1.0393
C 0.659 -3.277 4.943 1.0430
C 0.855 -4.402 4.114 0.1703
C 2.108 -4.263 3.479 -0.2063
C 2.711 -5.158 2.435 -1.2628
C -0.158 -5.489 3.904 -1.4216
C -0.560 -3.067 5.797 -1.8688
C 2.042 -1.155 5.561 -1.7191
C 4.004 -2.505 3.463 -1.3821
H 3.516 -5.788 2.835 0.3069
H 3.144 -4.595 1.596 0.2667
H 1.975 -5.842 2.001 0.2527
H -0.313 -6.101 4.803 0.3025
H 0.149 -6.177 3.111 0.3717
H -1.147 -5.106 3.621 0.2763
H -0.878 -4.001 6.274 0.4160
H -1.437 -2.705 5.242 0.2793
H -0.384 -2.350 6.603 0.4373
H 1.195 -0.884 6.196 0.3511
H 2.213 -0.303 4.893 0.1801
H 2.920 -1.219 6.216 0.3729
H 4.815 -3.233 3.583 0.3248
H 4.281 -1.620 4.040 0.4232
H 4.015 -2.204 2.405 0.0923
N -1.015 0.130 4.204 0.3684
C -1.995 1.025 4.490 0.4526
S -3.118 0.708 5.706 -0.4252
N -1.976 2.128 3.728 0.7132
C -2.955 3.140 3.733 -0.2979
C -2.563 4.447 3.999 -0.0309
C -3.485 5.482 3.937 -0.7387
C -4.809 5.219 3.619 -0.3533
C -5.202 3.913 3.350 -0.6707
C -4.282 2.880 3.399 -0.0926
H -0.845 -0.624 4.845 -0.1450
H -0.289 0.418 3.556 -0.1714
H -1.165 2.201 3.059 -0.6330
H -1.526 4.636 4.239 0.3369
H -3.166 6.498 4.138 0.3680
H -5.530 6.027 3.573 0.3676
H -6.233 3.702 3.093 0.3421
H -4.574 1.860 3.193 0.4527
```

Summary:
E	-75579.5577	eV
2S+1	1
strongest force on any atom	1.42	eV/A
E_LUMO	3.68	eV
orbital gap	5.48	eV
HOMO level	-1.8	eV
charge	-2
relative energy (zero: lowest compared OMol25 entry of this formula, charge and spin)	11.0	kcal per mole

This record from OMol25 describes C44H27BrCoN6O2S2 as an isolated structure. The level of theory is ωB97M-V with the def2-TZVPD basis set.

```
83
Properties=species:S:1:pos:R:3:mulliken_charge:R:1
Co -0.158 0.552 -0.125 -1.3083
C -2.520 2.567 -3.063 -1.1364
C -1.620 1.669 -2.473 0.1422
N -1.288 1.733 -1.202 1.0499
C -1.816 2.726 -0.428 -0.0732
C -2.779 3.628 -0.922 0.6685
C -3.110 3.527 -2.290 -0.6033
C -3.370 4.551 -0.030 -0.9846
C -3.002 4.521 1.287 -1.0544
C -2.005 3.659 1.778 -1.0687
C -1.338 2.787 0.928 1.1663
N -0.314 1.923 1.167 0.7276
C 0.339 1.708 2.351 0.6189
C 0.386 2.482 3.498 -0.6410
C 1.116 2.059 4.627 -0.9456
C 1.816 0.886 4.646 -1.0342
C 1.834 0.079 3.485 1.3529
C 2.544 -1.138 3.384 -0.9197
C 2.510 -1.850 2.220 -1.0075
C 1.759 -1.358 1.140 -0.1362
N 1.092 -0.232 1.200 1.0603
C 1.109 0.496 2.354 -0.5711
H -2.754 2.469 -4.114 0.4226
H -1.176 0.875 -3.060 0.3586
H -3.832 4.216 -2.712 0.4337
H -4.119 5.243 -0.392 0.3989
H -3.489 5.192 1.984 0.3772
H -1.793 3.673 2.833 0.3681
H -0.108 3.438 3.541 0.5454
H 1.111 2.688 5.509 0.4065
H 2.358 0.570 5.528 0.4261
H 3.108 -1.494 4.238 0.4378
H 3.034 -2.790 2.117 0.4461
H 1.685 -1.919 0.217 0.3223
S 6.319 2.349 -3.433 -0.1853
C 7.213 3.520 -2.567 -0.3715
C 6.623 3.830 -1.383 -0.5890
C 5.423 3.105 -1.170 -0.3900
C 5.117 2.253 -2.194 0.2843
C 3.970 1.349 -2.315 0.7669
C 2.864 1.481 -1.447 -0.7092
N 1.808 0.706 -1.484 0.3951
C 1.765 -0.285 -2.393 -0.5095
C 2.789 -0.495 -3.327 0.6735
C 2.651 -1.551 -4.291 -1.2921
C 1.551 -2.332 -4.309 -1.0588
C 0.491 -2.147 -3.356 0.6024
C -0.671 -2.932 -3.340 -1.0251
C -1.646 -2.699 -2.395 0.7762
C -1.420 -1.663 -1.467 -1.1651
N -0.332 -0.928 -1.450 1.3337
C 0.615 -1.144 -2.390 -0.6471
C -2.879 -3.479 -2.298 0.2046
C -3.746 -3.543 -1.243 -0.2409
C -4.846 -4.407 -1.480 -0.6947
C -4.799 -4.986 -2.709 -0.3795
S -3.421 -4.487 -3.591 -0.2051
C 3.904 0.351 -3.266 -0.5703
H 8.125 3.913 -2.987 0.4340
H 7.028 4.546 -0.683 0.3749
H 4.819 3.208 -0.280 0.4126
H 2.848 2.267 -0.701 0.3914
H 3.452 -1.703 -5.005 0.4386
H 1.447 -3.122 -5.043 0.4734
H -0.784 -3.730 -4.065 0.4601
H -2.151 -1.426 -0.709 0.7932
H -3.590 -3.018 -0.311 0.3934
H -5.631 -4.591 -0.761 0.4078
H -5.496 -5.680 -3.148 0.4429
H 4.719 0.202 -3.965 0.4182
Br -3.754 -5.283 5.002 -0.2156
C -2.962 -3.615 4.570 -0.0608
C -2.806 -2.657 5.560 -0.2286
N -2.269 -1.467 5.316 -0.6254
C -1.884 -1.200 4.069 -0.3614
C -1.984 -2.110 3.022 0.1065
C -2.529 -3.356 3.285 -0.4169
C -1.449 -1.767 1.644 0.8066
O -0.884 -2.677 1.014 -0.7190
O -1.623 -0.567 1.286 -0.4593
H -3.122 -2.859 6.577 0.3765
H -1.478 -0.211 3.887 0.5304
H -2.597 -4.101 2.503 0.5775
```

Summary:
E	-188445.9262	eV
2S+1	2
strongest force on any atom	0.54	eV/A
E_LUMO (alpha / beta)	-0.81 / -0.81	eV
orbital gap (alpha / beta)	5.80 / 5.77	eV
HOMO level (alpha / beta)	-6.6 / -6.6	eV
relative energy (zero: lowest compared OMol25 entry of this formula, charge and spin)	0.0	kcal per mole